ORCA calculation (ωB97M-V/def2-TZVPD) on a 3-piece molecular cluster, C16H21F5O11 overall.

Properties
Kohn-Sham gap (eV): 10.04
Charge: 0
HOMO level (eV): -9.70
SMILES: CCOCCOC[C@]1(C(F)(F)C(F)(F)F)COC(=O)O1.O=C1OCCO1.O=C1OCCO1

Element x y z (Å)
C: -2.500 -1.542 2.444
C: -2.340 -2.085 1.023
O: -1.223 -2.950 0.917
C: -0.209 -2.518 0.030
C: 0.683 -1.420 0.601
O: 1.902 -2.000 1.063
C: 2.761 -1.071 1.650
C: 2.320 -0.409 2.974
C: 1.866 -1.320 4.187
F: 0.587 -0.983 4.541
F: 2.654 -1.070 5.252
C: 1.841 -2.865 4.021
F: 2.993 -3.304 3.513
F: 1.684 -3.410 5.226
F: 0.835 -3.257 3.267
C: 1.419 0.828 2.802
O: 2.128 1.888 3.423
C: 3.314 1.443 3.892
O: 4.058 2.066 4.576
O: 3.557 0.210 3.405
H: -2.021 -2.204 3.160
H: -3.551 -1.432 2.703
H: -2.043 -0.556 2.540
H: -3.237 -2.640 0.743
H: -2.240 -1.246 0.331
H: -0.660 -2.155 -0.895
H: 0.402 -3.387 -0.199
H: 0.909 -0.701 -0.189
H: 0.137 -0.947 1.421
H: 3.727 -1.533 1.825
H: 2.927 -0.237 0.958
H: 0.421 0.722 3.211
H: 1.297 1.063 1.744
O: -0.210 -0.019 -2.280
C: -1.292 -0.044 -2.781
O: -2.446 0.102 -2.098
C: -3.516 0.260 -3.045
C: -2.937 -0.404 -4.280
O: -1.526 -0.235 -4.089
H: -4.419 -0.219 -2.677
H: -3.692 1.321 -3.187
H: -3.152 -1.473 -4.318
H: -3.245 0.064 -5.211
O: -2.223 2.844 -4.100
C: -1.145 3.349 -4.159
O: -0.832 4.550 -3.634
C: 0.593 4.706 -3.684
C: 0.975 3.762 -4.809
O: -0.075 2.789 -4.752
H: 0.847 5.744 -3.877
H: 1.010 4.401 -2.724
H: 0.949 4.246 -5.787
H: 1.937 3.278 -4.669

Atom charges from the Löwdin analysis, given in e for atoms 1 to 6:
1. C -0.0628
2. C -0.2598
3. O -0.1441
4. C -0.1589
5. C -0.1483
6. O -0.1047